{
  "formula": "C6H13NO",
  "method": "ωB97M-V/def2-TZVPD",
  "e_above_lowest_kj_mol": 196.0,
  "smiles": "CC1(C)CN1.CC=O",
  "spin_multiplicity": 1,
  "charge": 0,
  "lumo_energy_ha": 0.0332,
  "orbital_gap_ev": 9.68,
  "elements": ["C", "C", "C", "C", "N", "H", "H", "H", "H", "H", "H", "H", "H", "H", "C", "C", "O", "H", "H", "H", "H"],
  "xyz": [[-0.167, 1.536, -0.817], [-1.262, 1.231, 0.182], [-1.724, 2.423, 0.991], [-2.235, 0.160, -0.133], [-1.236, -0.025, 0.903], [0.683, 1.994, -0.313], [-0.531, 2.227, -1.576], [0.169, 0.624, -1.304], [-2.182, 3.166, 0.340], [-2.447, 2.107, 1.737], [-0.879, 2.882, 1.502], [-2.136, -0.384, -1.065], [-3.251, 0.243, 0.231], [-0.480, -0.638, 0.611], [3.168, -2.451, -0.218], [1.680, -2.556, -0.158], [0.907, -1.768, -0.627], [3.473, -1.561, -0.763], [3.562, -2.417, 0.796], [3.572, -3.340, -0.699], [1.317, -3.454, 0.379]]
}